# 1
DFT (the ωB97M-V functional and the def2-TZVPD basis) results for C7H12CdO3 as an isolated structure.

Each line ends with the Löwdin charge.
Element x y z (Å)
C (-2.27873, 2.77680, -0.18596)  -0.055
C (-2.82252, 1.99769, -1.12984)  -0.076
H (-1.25399, 3.14459, -0.27513)  0.075
H (-2.89498, 3.24221, 0.58649)  0.079
H (-2.25759, 1.70284, -2.01749)  0.076
H (-3.89510, 1.79055, -1.14530)  0.079
H (-2.14552, 0.69253, 0.29264)  0.149
O (4.91251, -1.39420, 0.34765)  -0.163
C (3.81667, -1.23788, -0.25168)  -0.831
O (3.75026, -1.20179, -1.50851)  -0.190
O (2.72488, -1.10948, 0.49880)  0.033
C (1.47887, -0.92399, -0.16517)  -0.157
C (0.40912, -0.84628, 0.91112)  -0.116
C (-0.96404, -0.95353, 0.45138)  0.029
C (-2.06977, -0.30655, 1.03621)  -0.030
Cd (5.81548, -1.48294, -1.52265)  1.058
H (1.28937, -1.76376, -0.84664)  0.144
H (1.50296, 0.00558, -0.74795)  0.146
H (0.55304, -0.02390, 1.62466)  0.154
H (0.44034, -1.78403, 1.52356)  0.195
H (-1.15445, -1.59656, -0.41704)  0.160
H (-3.02960, -0.81479, 0.89360)  0.120
H (-1.92719, 0.08689, 2.04724)  0.121

⟨S²⟩: 0.7513
Spin multiplicity: 2
Charge: +1
E_HOMO (alpha / beta) (eV): -9.903 / -13.215
Energy relative to the best compared isomer or geometry (same formula, charge and spin) (kcal/mol): 0.0

***

# 2
DFT (the ωB97M-V functional and the def2-TZVPD basis) results for C7H12ClFO3S as an isolated structure.

Each line ends with the Löwdin charge.
Element x y z (Å)
C (-1.88913, 0.16312, -0.71853)  -0.214
C (-2.62033, -0.23078, 0.57718)  -0.134
C (-0.96248, -0.91956, -1.06787)  -0.182
C (-0.39969, -1.18825, 1.37598)  -0.078
C (-1.55590, -0.20530, 1.64544)  -0.287
C (0.24562, -0.98547, -0.06333)  -0.805
C (3.12371, 1.91894, -1.41929)  -0.188
O (2.83114, -0.23301, 1.56763)  -0.364
O (0.94398, 0.32515, -0.02156)  -0.331
O (2.92780, 1.70441, -0.03202)  -0.376
F (-0.98110, 1.10478, 1.63133)  -0.041
S (2.65297, 0.09384, 0.20112)  0.870
Cl (1.40460, -2.21096, -0.49674)  0.740
H (-2.64222, 0.34736, -1.51235)  0.132
H (-1.41317, 1.07018, -0.53785)  0.089
H (-3.33175, 0.59861, 0.82100)  0.130
H (-3.17644, -1.21667, 0.42246)  0.146
H (-1.56071, -1.85523, -1.02008)  0.132
H (-0.53619, -0.85027, -2.06067)  0.111
H (0.39080, -1.09595, 2.11920)  0.116
H (-0.87498, -2.11091, 1.44567)  0.097
H (-2.03256, -0.26410, 2.60972)  0.139
H (2.40089, 1.24606, -1.99813)  0.084
H (4.18948, 1.76227, -1.77909)  0.093
H (2.86569, 3.03172, -1.68924)  0.121

Spin multiplicity: 1
Charge: 0
E_HOMO (eV): -9.925
Energy relative to the best compared isomer or geometry (same formula, charge and spin) (kcal/mol): 0.0

***

# 3
DFT (the ωB97M-V functional and the def2-TZVPD basis) results for C7H12ClNS in the gas phase.

Each line ends with the Löwdin charge.
Element x y z (Å)
C (0.12853, -0.88527, -0.42751)  -0.276
C (1.47838, -0.47345, -0.07120)  -0.738
C (-0.97842, -0.79322, 0.57078)  -0.528
C (-0.88383, 0.23385, -0.63947)  -0.492
C (-0.57753, 1.64430, -0.24455)  -0.042
C (-1.97512, 0.10135, -1.70660)  -0.061
C (2.75466, 0.12243, 1.87975)  -0.136
N (1.60051, -0.38581, 1.17547)  -0.026
S (-2.39975, -1.91013, 0.77117)  0.772
Cl (2.79672, -0.49760, -1.21704)  0.686
H (0.12266, -1.70430, -1.15382)  0.144
H (-0.75646, -0.18318, 1.47904)  0.098
H (-0.21272, 1.48933, 0.84281)  0.100
H (-1.52102, 2.19977, -0.33326)  0.089
H (0.25680, 2.03280, -0.88261)  0.099
H (-1.73999, -0.80517, -2.24233)  0.066
H (-1.78391, 0.95741, -2.42807)  0.107
H (-2.88845, 0.06390, -1.11679)  0.066
H (3.21998, 1.00296, 1.31664)  0.088
H (2.41828, 0.45369, 2.94923)  0.103
H (3.54200, -0.61199, 1.98063)  0.062
H (-2.60130, -2.05167, -0.50226)  -0.181

Spin multiplicity: 1
Charge: 0
SMILES: C/N=C(\Cl)[C@H]1[C@H](S)C1(C)C
E_HOMO (eV): -8.694
Energy relative to the best compared isomer or geometry (same formula, charge and spin) (kcal/mol): 0.0

***

Q: What is the formula in the second record?
A: C7H12ClFO3S